No. 1
{
  "formula": "C21H25BN2",
  "method": "ωB97M-V with the def2-TZVPD basis set",
  "symbols": ["C", "C", "C", "C", "C", "C", "C", "N", "C", "C", "C", "C", "C", "C", "C", "C", "C", "C", "C", "C", "C", "N", "C", "H", "H", "H", "H", "H", "H", "H", "H", "H", "H", "H", "H", "H", "H", "H", "H", "H", "H", "H", "H", "H", "H", "B", "H", "H", "H"],
  "positions_angstrom": [[1.670, 0.993, 3.350], [0.514, 1.212, 2.451], [0.354, 0.927, 1.090], [1.453, 0.540, 0.149], [1.211, -0.291, -1.064], [2.040, -0.225, -2.186], [3.308, 0.509, -2.379], [1.489, -0.967, -3.189], [2.011, -1.011, -4.543], [0.335, -1.600, -2.734], [-0.593, -2.328, -3.466], [-1.705, -2.826, -2.767], [-1.842, -2.572, -1.392], [-0.931, -1.774, -0.682], [0.158, -1.228, -1.363], [-0.972, 1.352, 0.730], [-1.692, 1.376, -0.462], [-3.009, 1.853, -0.456], [-3.574, 2.431, 0.695], [-2.820, 2.518, 1.880], [-1.569, 1.918, 1.891], [-0.622, 1.832, 2.914], [-0.740, 2.437, 4.223], [2.517, 0.597, 2.775], [1.993, 1.926, 3.842], [1.424, 0.267, 4.142], [1.818, 1.508, -0.271], [2.269, 0.157, 0.730], [3.564, 1.010, -1.442], [4.146, -0.162, -2.630], [3.207, 1.265, -3.174], [1.329, -1.601, -5.170], [2.081, 0.009, -4.950], [3.013, -1.465, -4.570], [-0.461, -2.464, -4.539], [-2.467, -3.398, -3.306], [-2.696, -3.006, -0.872], [-1.022, -1.616, 0.394], [-1.222, 0.981, -1.356], [-3.613, 1.756, -1.356], [-4.594, 2.823, 0.660], [-3.185, 3.012, 2.775], [-1.737, 2.875, 4.280], [-0.617, 1.703, 5.031], [0.012, 3.228, 4.362], [-0.067, -3.635, 3.004], [0.121, -4.285, 1.988], [0.885, -3.403, 3.746], [-1.171, -3.159, 3.216]],
  "lowdin_charge": [-0.02, -0.22, -0.11, -0.10, -0.12, -0.24, -0.02, -0.07, -0.01, -0.16, -0.03, -0.10, -0.09, -0.03, -0.13, -0.13, -0.02, -0.09, -0.09, -0.03, -0.16, -0.07, -0.02, 0.08, 0.09, 0.09, 0.13, 0.10, 0.07, 0.09, 0.09, 0.08, 0.09, 0.10, 0.10, 0.10, 0.10, 0.11, 0.11, 0.10, 0.10, 0.09, 0.08, 0.09, 0.10, 0.10, -0.04, -0.04, -0.04],
  "total_charge": 0,
  "smiles": "Cc1c(Cc2c(C)n(C)c3ccccc23)c2ccccc2n1C.B",
  "e_tot_ha": -949.5304
}

No. 2
{
  "formula": "C21H25Cl4N5",
  "method": "ωB97M-V with the def2-TZVPD basis set",
  "symbols": ["N", "C", "C", "C", "C", "H", "H", "H", "H", "H", "N", "C", "C", "C", "C", "H", "H", "H", "H", "H", "N", "C", "C", "C", "C", "H", "H", "H", "H", "H", "N", "C", "C", "C", "C", "H", "H", "H", "H", "H", "N", "C", "C", "C", "C", "H", "H", "H", "H", "H", "C", "Cl", "Cl", "Cl", "Cl"],
  "positions_angstrom": [[0.407, 0.067, 6.527], [0.419, 0.862, 7.639], [0.809, 2.155, 7.279], [1.106, 2.123, 5.948], [0.908, 0.879, 5.531], [0.144, -0.906, 6.465], [0.019, 0.476, 8.565], [0.868, 3.038, 7.898], [1.418, 2.971, 5.356], [0.909, 0.426, 4.551], [0.986, 4.281, -4.540], [0.937, 3.225, -3.690], [2.100, 3.123, -2.963], [2.955, 3.981, -3.605], [2.242, 4.754, -4.475], [0.277, 4.552, -5.205], [0.021, 2.663, -3.584], [2.345, 2.443, -2.160], [4.019, 4.019, -3.419], [2.544, 5.550, -5.140], [-3.152, -0.946, 5.098], [-2.529, -1.115, 3.944], [-2.662, -2.380, 3.431], [-3.479, -2.996, 4.365], [-3.766, -2.136, 5.447], [-3.271, -0.083, 5.609], [-2.026, -0.282, 3.476], [-2.239, -2.838, 2.549], [-3.820, -4.020, 4.418], [-4.371, -2.315, 6.323], [3.394, -4.099, -4.475], [3.664, -3.313, -3.383], [2.522, -2.499, -3.153], [1.516, -2.836, -4.119], [2.086, -3.878, -4.898], [4.034, -4.820, -4.778], [4.533, -3.538, -2.783], [2.355, -1.770, -2.373], [0.542, -2.371, -4.169], [1.651, -4.492, -5.673], [-2.135, -0.101, -4.628], [-1.308, -0.145, -3.569], [-2.084, -0.409, -2.476], [-3.391, -0.704, -2.920], [-3.373, -0.432, -4.274], [-1.972, 0.333, -5.525], [-0.318, 0.279, -3.656], [-1.728, -0.445, -1.457], [-4.280, -0.921, -2.347], [-4.219, -0.398, -4.945], [0.857, 1.008, 0.792], [-0.296, 2.333, 0.840], [0.918, 0.310, -0.810], [2.532, 1.596, 1.226], [0.382, -0.261, 1.913]],
  "lowdin_spin": [0.00, 0.00, 0.00, 0.00, 0.00, 0.00, 0.00, 0.00, 0.00, 0.00, 0.00, 0.00, 0.00, 0.00, 0.00, 0.00, 0.00, 0.00, 0.00, 0.00, 0.00, 0.00, 0.00, 0.00, 0.00, 0.00, 0.00, 0.00, 0.00, 0.00, 0.00, 0.00, 0.00, 0.00, 0.00, 0.00, 0.00, 0.00, 0.00, 0.00, 0.00, 0.00, 0.00, 0.00, 0.00, 0.00, 0.00, 0.00, 0.00, 0.00, 0.19, 0.18, 0.13, 0.30, 0.16],
  "multiplicity": 2,
  "total_charge": -1,
  "e_tot_ha": -2929.6347
}

No. 3
{
  "formula": "C21H25ClN4O4",
  "method": "ωB97M-V with the def2-TZVPD basis set",
  "symbols": ["C", "C", "C", "C", "N", "C", "O", "C", "C", "C", "O", "N", "C", "C", "O", "N", "C", "C", "C", "C", "C", "C", "C", "C", "C", "Cl", "C", "C", "N", "O", "H", "H", "H", "H", "H", "H", "H", "H", "H", "H", "H", "H", "H", "H", "H", "H", "H", "H", "H", "H", "H", "H", "H", "H", "H"],
  "positions_angstrom": [[-1.000, -4.570, 2.169], [-0.948, -3.456, 1.194], [-0.258, -3.290, 0.028], [-0.665, -2.007, -0.423], [-0.286, -1.322, -1.553], [0.897, -1.517, -2.219], [1.639, -2.444, -1.993], [1.195, -0.423, -3.228], [1.893, 0.755, -2.515], [1.031, 1.159, -1.331], [-0.147, 1.440, -1.494], [1.585, 1.080, -0.108], [0.768, 1.230, 1.090], [-0.424, 2.188, 0.887], [-0.251, 3.387, 0.818], [-1.618, 1.578, 0.941], [-2.852, 2.289, 0.683], [-3.970, 1.748, 1.574], [-4.437, 0.468, 0.870], [-4.061, 0.636, -0.616], [-3.368, 2.000, -0.729], [2.961, 0.811, 0.138], [3.432, -0.496, 0.188], [4.764, -0.740, 0.466], [5.619, 0.327, 0.703], [7.282, 0.023, 1.052], [5.156, 1.634, 0.664], [3.824, 1.872, 0.383], [-1.519, -1.469, 0.421], [-1.703, -2.369, 1.426], [-0.288, -5.339, 1.885], [-0.766, -4.206, 3.167], [-2.001, -4.997, 2.195], [0.433, -3.948, -0.450], [-0.775, -0.441, -1.693], [0.268, -0.072, -3.683], [1.854, -0.823, -3.997], [1.956, 1.598, -3.206], [2.896, 0.471, -2.205], [1.400, 1.656, 1.873], [0.415, 0.244, 1.413], [-1.671, 0.571, 0.835], [-2.643, 3.348, 0.844], [-4.777, 2.479, 1.612], [-3.627, 1.562, 2.590], [-3.925, -0.399, 1.287], [-5.507, 0.315, 1.001], [-4.938, 0.589, -1.260], [-3.383, -0.162, -0.917], [-4.082, 2.772, -1.013], [-2.550, 2.001, -1.447], [2.766, -1.323, -0.010], [5.138, -1.751, 0.498], [5.832, 2.453, 0.850], [3.441, 2.881, 0.349]],
  "lowdin_charge": [0.00, -0.30, 0.07, -0.29, 0.17, -0.46, 0.08, -0.07, -0.05, -0.43, 0.05, 0.02, -0.01, -0.50, 0.07, 0.11, -0.30, -0.14, -0.18, -0.18, -0.13, -0.24, 0.00, -0.08, -0.67, 0.68, -0.09, 0.01, 0.10, 0.02, 0.09, 0.09, 0.09, 0.11, 0.13, 0.12, 0.13, 0.13, 0.11, 0.14, 0.12, 0.09, 0.15, 0.11, 0.11, 0.09, 0.10, 0.10, 0.08, 0.11, 0.10, 0.11, 0.11, 0.11, 0.13],
  "total_charge": 0,
  "smiles": "Cc1cc(NC(=O)CCC(=O)N(CC(=O)NC2CCCC2)c2ccc(Cl)cc2)no1",
  "e_tot_ha": -1795.4484
}

No. 4
{
  "formula": "C21H25F2FeN2O8S2",
  "method": "ωB97M-V with the def2-TZVPD basis set",
  "symbols": ["Fe", "O", "C", "C", "C", "C", "C", "C", "C", "O", "N", "N", "C", "C", "C", "C", "C", "C", "C", "O", "H", "H", "H", "H", "H", "H", "H", "H", "H", "H", "O", "S", "O", "O", "O", "C", "C", "C", "S", "O", "C", "C", "C", "H", "H", "H", "H", "H", "H", "H", "H", "H", "H", "H", "H", "H", "H", "F", "C", "F", "H"],
  "positions_angstrom": [[-1.899, -0.182, 0.123], [1.100, 3.232, -1.266], [1.813, 3.224, -0.129], [3.001, 3.942, -0.058], [3.743, 3.967, 1.113], [3.291, 3.292, 2.239], [2.107, 2.583, 2.185], [1.350, 2.530, 1.014], [0.123, 1.750, 0.924], [-0.283, 1.341, -0.243], [-0.563, 1.497, 2.028], [-1.666, 0.797, 1.842], [-2.431, 0.428, 2.882], [-3.746, -0.029, 2.731], [-4.459, -0.594, 3.809], [-5.758, -1.025, 3.673], [-6.419, -0.877, 2.452], [-5.759, -0.339, 1.367], [-4.413, 0.067, 1.441], [-3.814, 0.539, 0.414], [0.453, 2.480, -1.154], [3.340, 4.461, -0.945], [4.682, 4.507, 1.148], [3.871, 3.315, 3.156], [1.741, 2.035, 3.038], [-1.979, 0.449, 3.872], [-3.951, -0.714, 4.758], [-6.265, -1.501, 4.505], [-7.446, -1.213, 2.347], [-6.234, -0.263, 0.401], [-2.415, -3.384, -1.796], [-2.979, -2.167, -1.231], [-4.269, -1.837, -1.816], [-3.022, -2.206, 0.254], [-1.992, -1.013, -1.551], [5.066, -0.765, -1.229], [4.107, -1.941, -1.362], [2.890, -1.781, -0.468], [1.638, -0.516, -1.099], [2.481, 0.522, -1.730], [1.027, -1.567, -2.512], [1.149, -0.809, -3.818], [0.013, 0.193, -3.970], [5.887, -0.865, -1.938], [5.482, -0.697, -0.227], [4.513, 0.146, -1.438], [4.627, -2.879, -1.125], [3.778, -1.995, -2.401], [3.180, -1.421, 0.518], [2.336, -2.710, -0.363], [-0.014, -1.771, -2.268], [1.581, -2.501, -2.540], [1.133, -1.509, -4.663], [2.112, -0.283, -3.819], [-0.942, -0.320, -3.910], [0.094, 0.733, -4.915], [0.050, 0.912, -3.157], [0.617, -1.059, 1.681], [-0.551, -1.582, 1.133], [-0.090, -2.439, 0.172], [-1.019, -2.188, 1.919]],
  "lowdin_spin": [4.13, 0.00, 0.00, 0.00, 0.00, 0.00, 0.00, 0.00, 0.00, 0.07, 0.01, 0.06, 0.05, 0.01, 0.01, 0.01, 0.01, 0.01, 0.01, 0.11, 0.00, 0.00, 0.00, 0.00, 0.00, 0.00, 0.00, 0.00, 0.00, 0.00, 0.01, 0.01, 0.01, 0.08, 0.13, 0.00, 0.00, 0.00, 0.00, 0.00, 0.00, 0.00, 0.00, 0.00, 0.00, 0.00, 0.00, 0.00, 0.00, 0.00, 0.00, 0.00, 0.00, 0.00, 0.00, 0.00, 0.00, 0.04, 0.20, 0.03, 0.02],
  "multiplicity": 6,
  "total_charge": -2,
  "e_tot_ha": -3786.5323
}